{
  "formula": "C2H5BrS2",
  "method": "wB97M-V/def2-TZVPD",
  "elements": ["C", "C", "S", "S", "Br", "H", "H", "H", "H", "H"],
  "xyz": [[1.0848, -0.9243, 1.1806], [-0.6440, 0.6088, -0.6255], [0.4438, 1.8456, -1.2711], [-1.1393, -0.5286, -1.9230], [-2.0231, 0.9014, 0.5501], [0.7825, -1.9171, 1.4481], [1.3699, -0.6981, 0.1789], [0.9016, -0.0595, 1.9359], [1.3777, 1.7298, -0.2982], [-2.1540, -0.9581, -1.1757]],
  "atomic_forces_ev_per_a": [[-0.602, 2.006, 1.712], [0.423, -0.761, -2.108], [-0.061, -0.290, 0.706], [0.519, 0.511, 0.666], [-0.610, 0.773, 1.194], [-0.078, -0.214, 0.071], [0.344, 0.027, -0.314], [0.464, -1.779, -1.539], [-0.159, 0.132, -0.136], [-0.241, -0.406, -0.253]],
  "lowdin_charge": [0.05, -1.62, 0.63, 0.62, 0.66, -0.02, -0.05, 0.04, -0.13, -0.17],
  "homo_ev": [-8.81, -7.95],
  "homo_lumo_gap_ha": [0.299, 0.296],
  "max_force_ev_per_a": 2.71
}

{
  "formula": "C2H5Cl2N2O5S2",
  "method": "wB97M-V/def2-TZVPD",
  "elements": ["C", "C", "N", "N", "O", "O", "O", "O", "O", "S", "S", "Cl", "Cl", "H", "H", "H", "H", "H"],
  "xyz": [[0.3893, -1.0131, -0.2577], [-0.8441, -0.2063, -0.7761], [1.5077, -0.0628, -0.1344], [0.1133, 2.1009, 1.2481], [-2.1274, -2.3139, -0.0445], [-3.1491, -0.9993, -1.8898], [-1.0486, -2.3436, -2.2428], [2.7661, 1.5358, 1.2743], [1.2630, -0.0948, 2.4667], [-1.9451, -1.6063, -1.3281], [1.5960, 0.7140, 1.3715], [0.6616, 3.0604, 0.0093], [0.2572, 2.9520, 2.7605], [0.1388, -1.4573, 0.5866], [0.8700, -1.7878, -0.8879], [-0.5900, 0.4139, -1.5339], [-1.3788, 0.3764, 0.1137], [1.5201, 0.7321, -0.7355]],
  "atomic_forces_ev_per_a": [[1.080, 2.888, -4.765], [-1.797, -3.255, 3.721], [0.275, 0.395, 4.255], [1.026, -2.486, 1.342], [-0.238, 0.348, -0.900], [0.555, -0.477, -0.010], [-1.144, 0.559, 0.106], [-0.082, -0.303, 0.717], [-0.309, -0.828, 0.918], [0.816, 0.299, 0.830], [-0.058, 1.899, -3.226], [0.185, 1.314, -1.412], [-0.059, 0.093, 0.131], [-0.735, -1.778, 4.206], [-1.276, 0.407, -0.244], [0.619, 1.941, -2.528], [1.227, -1.312, -1.959], [-0.086, 0.296, -1.181]],
  "lowdin_charge": [-0.26, -0.21, -0.12, -1.04, -0.39, -0.39, -0.40, -0.36, -0.27, 0.42, 0.57, 0.57, 0.50, 0.05, 0.13, 0.03, 0.13, 0.04],
  "homo_ev": -5.43,
  "homo_lumo_gap_ha": 0.285,
  "max_force_ev_per_a": 5.68,
  "total_charge": -1
}

{
  "formula": "C2H5Cl2NO4S2",
  "method": "wB97M-V/def2-TZVPD",
  "elements": ["C", "C", "N", "O", "O", "O", "O", "S", "S", "Cl", "Cl", "H", "H", "H", "H", "H"],
  "xyz": [[-0.7348, 0.1472, -0.2171], [0.5827, 0.0682, 0.5993], [0.3739, -0.8613, 1.7508], [0.7815, -4.3237, -2.1301], [-0.7502, -5.3127, -0.5022], [2.3461, -2.2907, 0.8783], [0.2737, -3.1605, -0.0567], [0.4179, -4.5678, -0.8374], [0.9567, -2.1884, 1.2038], [2.0495, -5.3276, 0.0452], [0.6157, -3.5211, 2.6461], [-1.5833, -0.1321, 0.4474], [-1.0094, 1.1034, -0.5704], [-0.6292, -0.5917, -1.1351], [1.4019, -0.1281, -0.0485], [0.7798, 0.9959, 1.3469]],
  "atomic_forces_ev_per_a": [[-0.171, -2.639, -0.503], [-1.415, 3.288, 3.267], [-0.282, 4.778, 1.656], [1.205, 0.696, -4.657], [0.518, -0.452, -0.045], [0.999, 1.422, 1.033], [-0.897, -1.995, -2.562], [-2.280, 0.148, 4.302], [1.427, -5.633, -2.005], [0.192, -0.442, 0.307], [-0.196, 0.022, 1.069], [0.517, -0.213, -0.631], [0.334, 1.233, -0.443], [-0.500, 1.427, 2.026], [0.877, -0.315, -0.187], [-0.329, -1.325, -2.629]],
  "lowdin_charge": [-0.07, -0.30, -0.13, -0.28, -0.30, -0.33, -0.58, 0.20, 0.38, 0.44, 0.45, 0.09, 0.05, 0.13, 0.09, 0.17],
  "multiplicity": 3,
  "homo_ev": [-7.40, -11.18],
  "homo_lumo_gap_ha": [0.275, 0.256],
  "max_force_ev_per_a": 6.15,
  "s_squared": 2.01
}

{
  "formula": "C2H5Cl4OSn",
  "method": "wB97M-V/def2-TZVPD",
  "elements": ["Sn", "O", "H", "C", "Cl", "Cl", "H", "H", "C", "Cl", "Cl", "H", "H"],
  "xyz": [[-3.0616, -0.7527, -3.5858], [-1.0658, -0.3149, -1.5271], [-0.2114, 0.1201, -1.3390], [-0.4128, 2.5229, 0.3498], [-0.5659, 4.3510, 0.1896], [0.6959, 1.8648, 1.5758], [-1.3742, 2.0747, 0.6009], [-0.0426, 2.2271, -0.6318], [1.0807, -2.3777, 0.7848], [1.4558, -1.7446, 2.4260], [2.2608, -3.5941, 0.4036], [0.0806, -2.8029, 0.7003], [1.1606, -1.5738, 0.0530]],
  "atomic_forces_ev_per_a": [[2.679, 0.712, 2.395], [-2.288, -0.805, -1.474], [-0.376, 0.053, -0.927], [0.056, 0.451, -0.213], [0.157, -1.403, 0.532], [-0.090, 0.578, -0.306], [0.032, 0.470, -0.313], [-0.168, -0.057, 0.278], [-0.015, 0.557, 0.236], [-0.607, -0.030, -0.583], [0.328, -0.605, -0.462], [0.155, 0.042, 0.527], [0.138, 0.036, 0.309]],
  "lowdin_charge": [1.52, -0.45, -0.06, -0.99, 0.46, 0.52, 0.02, -0.01, -1.04, 0.48, 0.53, 0.03, 0.00],
  "homo_ev": -12.70,
  "homo_lumo_gap_ha": 0.156,
  "max_force_ev_per_a": 3.66,
  "total_charge": 1
}

{
  "formula": "C2H5ClN2",
  "method": "wB97M-V/def2-TZVPD",
  "elements": ["C", "C", "N", "N", "Cl", "H", "H", "H", "H", "H"],
  "xyz": [[0.5494, -0.9486, 0.8893], [-0.2812, 1.4893, -0.5706], [0.5597, -1.9096, 0.1530], [-0.9586, 0.3078, -0.0465], [1.1879, -3.4768, 0.6026], [0.6815, -0.5556, 1.8520], [0.6950, 1.4180, -1.1497], [-0.8926, 1.9478, -1.4603], [-0.1861, 2.1591, 0.2724], [-1.3549, -0.4313, -0.5420]],
  "atomic_forces_ev_per_a": [[-3.537, 2.072, -2.309], [-0.721, -0.301, -2.887], [-0.050, -0.819, -0.826], [3.589, 0.481, 3.675], [0.380, 0.081, 0.373], [0.556, 0.183, 1.171], [-0.661, -0.569, 1.074], [0.419, -0.491, 1.927], [0.101, 0.472, -0.201], [-0.077, -1.108, -1.997]],
  "lowdin_charge": [-0.08, -0.24, -0.45, -0.03, 0.51, 0.07, 0.07, 0.10, 0.05, 0.00],
  "homo_ev": [-8.54, -8.85],
  "homo_lumo_gap_ha": [0.292, 0.300],
  "max_force_ev_per_a": 5.16
}

{
  "formula": "C2H5ClN2",
  "method": "wB97M-V/def2-TZVPD",
  "elements": ["C", "C", "N", "N", "Cl", "H", "H", "H", "H", "H"],
  "xyz": [[-0.4793, -0.8785, 0.5882], [2.0411, 2.0297, -0.2632], [-0.4440, -0.8774, -0.6994], [1.8858, 0.8432, -0.4357], [3.0236, -0.6885, 0.2010], [-0.5308, -1.8128, 1.2344], [-0.5589, 0.1583, 0.9671], [2.9202, 2.5094, 0.1244], [-0.7581, -1.8150, -1.0257], [1.1750, 0.2565, -0.7050]],
  "atomic_forces_ev_per_a": [[-0.478, 0.158, -1.014], [-0.126, -0.482, -0.583], [-1.338, -1.287, 1.188], [1.818, 2.200, 1.159], [0.561, -0.237, 0.164], [-0.254, 1.363, -0.680], [0.779, -0.819, 0.777], [0.232, 0.049, 0.286], [1.219, 0.462, -0.125], [-2.414, -1.407, -1.173]],
  "lowdin_charge": [-0.13, 0.02, -0.01, -0.27, 0.18, 0.10, 0.07, 0.05, 0.06, -0.07],
  "homo_ev": -8.98,
  "homo_lumo_gap_ha": 0.329,
  "max_force_ev_per_a": 3.08
}

{
  "formula": "C2H5ClN2O2",
  "method": "wB97M-V/def2-TZVPD",
  "elements": ["C", "C", "H", "H", "H", "H", "H", "N", "N", "O", "O", "Cl"],
  "xyz": [[-0.0003, -0.2928, 0.1344], [1.4361, -0.7014, 0.4082], [-0.9887, 1.3840, -1.2351], [0.4675, 1.6535, 0.4968], [1.5294, -1.7548, 0.1674], [1.6261, -0.4834, 1.4376], [-2.2513, -0.1477, -0.2825], [-0.3712, 1.0123, 0.4700], [-0.7289, -1.2285, -0.3345], [-1.3852, 1.5554, -0.3868], [-2.0752, -1.0975, -0.3920], [2.7416, 0.1008, -0.4835]],
  "atomic_forces_ev_per_a": [[0.666, -0.203, -0.872], [-0.813, -0.171, -0.267], [-0.125, 0.221, -1.224], [-1.389, -0.806, -0.165], [-0.163, -0.001, 0.311], [0.266, -0.204, 0.729], [-0.530, -0.001, 0.067], [0.832, 0.926, 0.584], [0.949, -0.771, 0.505], [0.752, -0.382, 0.939], [-0.425, 0.817, -0.201], [-0.019, 0.574, -0.404]],
  "lowdin_charge": [-0.43, -0.53, 0.10, 0.15, 0.07, 0.07, 0.07, 0.00, 0.02, -0.04, -0.02, 0.55],
  "homo_ev": -9.45,
  "homo_lumo_gap_ha": 0.367,
  "max_force_ev_per_a": 1.61
}

{
  "formula": "C2H5ClNOP",
  "method": "wB97M-V/def2-TZVPD",
  "elements": ["C", "C", "N", "O", "P", "Cl", "H", "H", "H", "H", "H"],
  "xyz": [[-0.4557, 0.5763, 0.8049], [0.5407, -0.5644, 0.3651], [1.6985, -0.5661, 0.0543], [-1.7467, 0.1390, 0.6032], [-2.0396, -0.6923, -0.8130], [2.6977, 1.2401, -0.2476], [-0.2780, 0.5826, 1.8276], [-0.5256, 1.7441, 0.3763], [2.4286, -1.1488, -0.1783], [-1.4542, 0.1015, -1.7130], [-0.8659, -1.4121, -1.0794]],
  "atomic_forces_ev_per_a": [[0.496, 1.365, -2.630], [-0.448, 1.586, 0.343], [-1.957, 2.167, 0.583], [-0.954, -1.551, -0.843], [-1.775, -0.825, 1.019], [0.284, 0.058, -0.060], [0.437, 0.510, 2.114], [1.603, -3.081, 0.677], [1.574, -1.511, -0.480], [0.437, 2.058, -1.439], [0.305, -0.776, 0.715]],
  "lowdin_charge": [-0.29, -0.14, -0.11, -0.51, 0.84, 0.12, 0.09, 0.19, 0.05, -0.13, -0.11],
  "homo_ev": -9.08,
  "homo_lumo_gap_ha": 0.305,
  "max_force_ev_per_a": 3.54
}

{
  "formula": "C2H5ClO2P",
  "method": "wB97M-V/def2-TZVPD",
  "elements": ["C", "C", "O", "O", "P", "Cl", "H", "H", "H", "H", "H"],
  "xyz": [[-0.4185, 1.1291, 0.2310], [-0.8977, 0.1558, -0.4608], [-0.5436, -3.7533, -2.9596], [0.7785, -3.3409, -0.9804], [0.6573, -3.0626, -2.5254], [2.9087, -1.9222, 0.2018], [0.5593, 1.7092, -0.0134], [-0.9863, 1.4444, 1.0996], [-0.6009, -0.2177, -1.4813], [1.6997, -2.8436, -0.4500], [-1.8221, -0.3368, -0.1638]],
  "atomic_forces_ev_per_a": [[2.434, 2.714, 0.728], [-1.407, -2.273, -2.937], [-1.673, -0.751, -1.433], [1.417, 0.777, -0.102], [1.100, 0.230, 2.089], [0.191, -0.004, 0.109], [-1.926, -1.159, 0.365], [0.385, 0.067, 0.230], [0.426, 0.525, 1.387], [-1.037, -0.234, -0.668], [0.090, 0.110, 0.234]],
  "lowdin_charge": [-0.12, -0.12, -0.53, -0.52, 0.58, -0.29, 0.08, 0.03, 0.06, -0.23, 0.05],
  "homo_ev": -5.44,
  "homo_lumo_gap_ha": 0.342,
  "max_force_ev_per_a": 3.97,
  "total_charge": -1
}

{
  "formula": "C2H5ClOS",
  "method": "wB97M-V/def2-TZVPD",
  "elements": ["C", "C", "O", "S", "Cl", "H", "H", "H", "H", "H"],
  "xyz": [[-0.9829, -0.0510, -0.1163], [-0.0914, -0.5953, 0.7025], [0.1657, -1.9181, 0.8138], [0.9356, 0.3107, 1.8200], [1.8146, 1.0643, -1.8373], [-1.5718, -0.6657, -0.7767], [-1.1440, 1.0075, -0.1617], [0.7666, 1.7491, -2.0849], [-0.3530, -2.4094, 0.1660], [0.4605, 1.5078, 1.4747]],
  "atomic_forces_ev_per_a": [[-0.083, -0.187, -0.064], [-0.154, 0.401, 0.031], [0.203, -0.163, 0.108], [0.100, -0.313, 0.090], [0.174, 0.032, -0.067], [-0.102, -0.170, -0.101], [0.002, 0.242, 0.072], [-0.066, 0.002, -0.025], [-0.027, 0.097, 0.008], [-0.047, 0.059, -0.052]],
  "lowdin_charge": [-0.07, -0.84, -0.03, 0.81, 0.30, 0.06, 0.04, -0.24, 0.11, -0.13],
  "homo_ev": -8.57,
  "homo_lumo_gap_ha": 0.337,
  "max_force_ev_per_a": 0.43
}

{
  "formula": "C2H5ClOS",
  "method": "wB97M-V/def2-TZVPD",
  "elements": ["C", "C", "O", "S", "Cl", "H", "H", "H", "H", "H"],
  "xyz": [[1.0630, 0.9506, 0.8916], [0.7898, -0.4623, 0.7699], [-2.5367, -0.8103, -0.5560], [1.0112, -1.2333, -0.6543], [1.6297, 1.9133, -0.4750], [1.8118, 1.0600, 1.7386], [0.1378, 1.6392, 1.1289], [-3.4388, -1.0727, -0.2853], [-2.2316, -1.6693, -0.9945], [1.7638, -0.3152, -1.5639]],
  "atomic_forces_ev_per_a": [[-0.853, 1.940, 2.092], [-0.648, -0.305, -0.934], [-0.195, -2.284, -0.805], [1.284, 0.877, -0.574], [1.005, 0.622, -1.244], [-0.902, 0.046, -0.906], [1.420, -2.166, 0.308], [0.544, 0.443, -0.053], [-0.351, 1.869, 0.860], [-1.303, -1.039, 1.256]],
  "lowdin_charge": [-0.78, -0.57, -0.12, 0.75, 0.50, 0.09, 0.11, 0.04, 0.06, -0.08],
  "homo_ev": -8.99,
  "homo_lumo_gap_ha": 0.327,
  "max_force_ev_per_a": 2.98
}

{
  "formula": "C2H5ClS",
  "method": "wB97M-V/def2-TZVPD",
  "elements": ["C", "C", "S", "Cl", "H", "H", "H", "H", "H"],
  "xyz": [[1.1669, 0.1270, 0.2305], [-2.1099, -0.0076, 0.7851], [-2.9131, -1.2747, 0.0433], [-2.3514, 1.5275, 0.1163], [2.2409, 0.0572, 0.1027], [0.7436, -0.8669, 0.2553], [0.7472, 0.6806, -0.5984], [0.9412, 0.6346, 1.1581], [-3.5833, -0.7055, -0.9854]],
  "atomic_forces_ev_per_a": [[0.176, -0.001, -0.023], [-0.055, -0.507, 0.202], [0.223, 0.236, 0.189], [-0.110, 0.181, -0.213], [0.172, -0.003, -0.014], [-0.113, -0.220, 0.017], [-0.112, 0.128, -0.176], [-0.069, 0.093, 0.176], [-0.111, 0.093, -0.158]],
  "lowdin_charge": [-0.07, -1.05, 0.69, 0.51, 0.01, 0.01, 0.01, 0.01, -0.13],
  "homo_ev": -9.21,
  "homo_lumo_gap_ha": 0.323,
  "max_force_ev_per_a": 0.55
}